DFT (the ωB97M-V functional and the def2-TZVPD basis) results for one molecule with the formula C13H10N8O3.

```
! RIJCOSX wB97M-V def2-TZVPD def2/J DEFGRID3
* xyz 0 1
O 2.74433 0.90560 5.29622
O -2.62214 0.76290 -0.53222
O 0.58843 0.90969 5.65544
N 1.81104 0.97008 1.41833
N 0.47717 0.79103 1.59131
N 2.31631 1.03779 2.58784
N 0.53503 -3.23006 -1.10645
N 1.54798 0.89178 4.89691
N -0.03843 0.63040 -4.61546
N -2.94002 0.83686 -2.78285
N 0.13363 0.67787 2.87704
C -2.55261 1.21749 1.74723
C -0.38721 0.76006 0.44581
C -0.68979 0.68555 -2.11129
C 0.86667 -0.85735 -1.03723
C -0.23466 0.71140 -3.47014
C 2.19957 -1.02840 -1.39450
C 0.26205 0.49662 -0.94604
C -2.10689 0.72379 -1.81598
C 1.81444 -3.40504 -1.48368
C 2.69883 -2.32247 -1.59148
C 1.29934 0.84662 3.46200
C 0.06809 -2.01023 -0.82371
C -1.78697 0.82476 0.57348
H 1.01932 1.26505 -1.06865
H -3.94379 0.93039 -2.57434
H -0.94197 -1.91719 -0.46467
H -2.59739 0.94481 -3.73033
H -2.72870 0.39037 2.40433
H -2.05145 2.03802 2.25977
H 2.13848 -4.41163 -1.66297
H -3.52305 1.57244 1.44450
H 3.73644 -2.47917 -1.88730
H 2.88789 -0.15980 -1.56094
*
```

Properties
SMILES string = CC1=C(n2nnc([N+](=O)[O-])n2)[C@@H](c2cccnc2)C(C#N)=C(N)O1
Energy above the lowest of the compared OMol25 structures with the same formula, charge and spin = 0.0 kcal/mol
Molecular weight = 326.28 u
Frontier orbital gap = 7.373 eV

---

DFT (the ωB97M-V functional and the def2-TZVPD basis) results for C20H19HfN12 as an isolated structure.

```
! RIJCOSX wB97M-V def2-TZVPD def2/J DEFGRID3
* xyz 3 1
Hf -0.21779 -0.28509 0.04407
N 0.57677 3.02022 -2.37838
N 2.02197 -5.69553 -0.81961
N -0.18749 0.84409 -1.63525
N -2.29367 0.24275 0.53284
N 2.91119 1.83117 2.01027
N -0.04144 -4.58724 -0.91207
N 1.71908 0.53527 0.68218
N -0.35125 0.13836 2.38375
N 0.03230 -2.36350 0.03672
N 2.32684 4.45295 -1.34489
N -3.73084 1.49078 1.64342
N 0.09046 -6.78873 -1.44061
C -4.31651 1.26021 0.39127
C -5.52295 1.67686 -0.15227
C 4.38644 1.40772 -1.78370
C -1.58687 0.86874 2.81103
C 1.83859 1.06185 1.90605
C 2.83716 1.00004 -0.04880
C 1.52191 3.79703 -1.83923
C 0.07235 -3.47016 -0.42158
C 0.23183 1.92386 -1.98817
C 3.23506 0.77109 -1.36257
C 0.89438 0.70090 2.99816
C 0.71970 -5.70309 -1.05113
C -3.40725 0.46994 -0.30714
C 3.58135 1.83114 0.78373
C -3.67714 0.04220 -1.60157
C -2.55588 0.87933 1.67698
C -4.87601 0.45069 -2.15177
C -5.78103 1.25596 -1.44172
C 5.12006 2.25242 -0.93648
C 4.73260 2.48311 0.36718
H 2.68371 0.12653 -2.03574
H -0.44044 -0.81161 2.74579
H 2.50082 -4.84513 -0.57758
H -6.70589 1.55062 -1.91773
H -1.32482 1.88972 3.08821
H 2.58425 -6.52617 -0.93671
H 0.66331 1.56045 3.62565
H 1.35537 -0.04927 3.64407
H 4.73318 1.25266 -2.79617
H -0.90759 -6.76161 -1.58637
H -6.22180 2.29218 0.39751
H -4.14075 2.02347 2.39880
H -2.02479 0.39208 3.69034
H 0.57144 -7.66004 -1.60982
H 6.00770 2.73724 -1.31790
H -5.12912 0.13982 -3.15584
H 5.28631 3.14454 1.01910
H -2.99581 -0.58071 -2.16729
H 3.20097 2.32985 2.84096
*
```

Properties
Molecular weight = 605.95 u
Frontier orbital gap = 7.899 eV

---

DFT (the ωB97M-V functional and the def2-TZVPD basis) results for a 2-piece molecular cluster, CH4N5 overall.

```
! RIJCOSX wB97M-V def2-TZVPD def2/J DEFGRID3
* xyz 1 1
N 0.88847 -1.31879 0.29997
N 1.72668 -0.57365 -0.04284
N -1.41284 -0.30910 -0.42360
N -0.68175 1.82064 0.38118
N 2.38257 0.27227 -0.29408
C -0.97555 0.77356 -0.00750
H 0.86739 -1.92786 1.08137
H -0.01823 2.51927 0.12609
H -2.21699 -0.27489 -0.99209
H -0.55974 -0.98145 -0.12851
*
```

Properties
Energy above the lowest of the compared OMol25 structures with the same formula, charge and spin = 45.1 kcal/mol
Molecular weight = 86.08 u
Frontier orbital gap = 11.819 eV

---

DFT (the ωB97M-V functional and the def2-TZVPD basis) results for C19H25BaIN16 as an isolated structure.

```
! RIJCOSX wB97M-V def2-TZVPD def2/J DEFGRID3
* xyz 0 1
Ba 0.18711 -0.13620 -0.51076
I -5.33747 4.94637 -2.13602
N 2.23602 -1.31010 -0.22998
N 4.21276 -1.62141 0.55438
N -2.28772 -1.24087 -0.12967
N 0.58164 0.52863 1.90655
N -1.00415 -2.43348 -2.52771
N -4.12366 1.62480 0.16273
N 3.11626 -0.98184 0.73660
N -0.16198 -2.18358 1.44507
N 0.49684 -3.84806 -3.10345
N 0.20910 3.20793 0.34439
N 0.15656 -1.95254 -2.03312
N -0.78540 -3.53359 -3.14943
N -3.06265 1.67645 -0.63940
N 2.36348 2.03241 -1.12592
N 4.13167 -2.39684 -0.51762
N 2.40582 -2.81416 -2.10912
C 2.90129 -2.19641 -0.98787
C 3.49857 1.44357 -1.46883
C 0.22690 -1.70491 2.76068
C -3.26720 2.68048 -1.46180
C 0.96917 5.27496 -0.56863
C -0.21706 5.89517 -0.22008
C -1.40764 -2.92590 1.37616
C -0.91642 3.81023 0.68842
C -0.09393 -0.22171 2.94786
C 2.41864 3.25780 -0.60868
C -4.49510 3.29441 -1.17565
C -5.02483 2.58645 -0.11908
C 4.74293 2.04135 -1.31604
C 4.80333 3.31616 -0.77906
C 3.62222 3.93858 -0.41278
C -1.18481 5.14620 0.43259
C -2.58828 -2.00217 1.07053
C 1.06473 -2.86556 -2.40458
C 1.14826 3.92342 -0.26399
H 1.57575 0.30760 1.93929
H -1.60922 -3.48082 2.30839
H 5.64381 1.51857 -1.59609
H 0.58260 -2.76105 1.07573
H 1.31130 -1.80998 2.85604
H 2.93782 -3.61522 -2.41793
H -2.11848 5.59149 0.73777
H -0.26020 -2.28836 3.55635
H 1.74560 5.82338 -1.07822
H -1.17096 -0.05337 2.85574
H -3.07865 -0.67258 -0.39936
H 0.22012 0.07551 3.96001
H -1.33829 -3.64659 0.55765
H 3.63990 4.91426 0.04971
H -3.49425 -2.62468 0.97862
H -5.94718 2.69914 0.41531
H -2.73582 -1.30364 1.90520
H -1.63490 3.18911 1.20555
H -4.17228 0.91308 0.87464
H 5.75142 3.82143 -0.66403
H -2.54932 2.93114 -2.21449
H 3.41265 0.45347 -1.89436
H -0.38295 6.94157 -0.44127
H 0.48696 1.52654 2.05440
H -2.13723 -1.88115 -0.91405
*
```

Properties
Energy above the lowest of the compared OMol25 structures with the same formula, charge and spin = 43.2 kcal/mol
Molecular weight = 741.75 u
Frontier orbital gap = 7.351 eV

---

DFT (the ωB97M-V functional and the def2-TZVPD basis) results for a 2-piece molecular cluster, C4H9N2O overall.

```
! RIJCOSX wB97M-V def2-TZVPD def2/J DEFGRID3
* xyz 0 2
O -0.29671 -1.93404 2.49096
N -0.96009 1.70618 -0.56437
N 0.19408 0.08618 0.45548
C 0.61406 0.13335 -0.86285
C 1.26246 -1.04808 -1.53011
C -0.04862 1.12691 -1.47020
C -0.72341 1.12686 0.68980
H -1.08899 -2.02625 3.02963
H -1.53421 2.43544 -0.93042
H 2.02779 -1.47288 -0.89705
H 0.07225 -2.81305 2.33365
H 0.47745 -1.77746 -1.72282
H 1.66266 -0.69431 -2.47943
H 0.27018 -0.70496 1.07945
H -1.31424 1.20959 1.57922
H 0.03409 1.46677 -2.47818
*
```

Properties
Energy above the lowest of the compared OMol25 structures with the same formula, charge and spin = 18.9 kcal/mol
Expectation value of S² = 0.755
Molecular weight = 101.13 u
Frontier orbital gap (alpha / beta) = 4.532 / 8.241 eV

---

DFT (the ωB97M-V functional and the def2-TZVPD basis) results for C22H36BBrF4N3OP2Ta as an isolated structure.

```
! RIJCOSX wB97M-V def2-TZVPD def2/J DEFGRID3
* xyz 2 1
Ta 3.74243 13.97026 8.06132
Br 3.27704 16.36351 6.84611
P 4.96897 11.73509 8.44357
P 5.71744 14.03872 6.52207
F 4.80655 15.04517 9.19608
F 4.20937 14.95922 14.17680
F 4.48987 16.02395 12.16746
F 5.71259 14.21719 12.60230
O 2.10956 14.49809 9.01918
N 1.35200 13.62870 2.46126
N 2.47844 13.04956 6.74333
N 0.98872 13.06240 4.85439
C 2.32191 20.74689 10.60394
C 5.25022 14.44938 4.80693
C 4.59325 19.71803 10.76922
C 6.21886 11.55634 9.80335
C 7.17432 15.10789 6.92936
C 1.37377 16.16186 10.63925
C 3.13156 19.53179 11.16523
C 6.75886 12.43380 6.37088
C 4.02487 10.08369 8.64286
C 1.76442 13.06118 5.83304
C 2.02793 15.77905 9.44729
C 2.52967 18.34456 10.47450
C 1.68897 17.39539 11.13812
C 2.65199 16.73782 8.62473
C -0.63489 16.16563 12.13328
C 5.98160 11.27638 7.03181
C 2.91493 19.33200 12.72769
C 2.96988 17.99206 9.14570
C -0.45443 14.24954 10.53855
C 1.15049 14.38647 12.39706
C 0.35293 15.25689 11.39309
C 1.28076 13.50347 3.62825
B 4.87626 15.11106 13.06663
H 5.23428 18.81752 10.96243
H 3.57777 18.65192 8.55668
H 7.71250 15.22969 5.98484
H 5.91453 10.74157 10.52407
H 0.46601 13.78155 13.00529
H 7.20144 11.21433 9.40514
H 6.76343 16.06178 7.28307
H 2.63232 21.74334 11.00950
H 4.32647 9.23322 8.03282
H 1.11060 17.76666 11.99043
H 1.28551 20.50646 10.88472
H -1.21062 13.83178 11.15493
H -1.20808 16.92851 11.55415
H 1.72600 15.07275 13.02517
H 7.63907 12.62478 6.99325
H 4.29084 9.77505 9.72947
H 3.33203 20.15771 13.35629
H -0.13163 16.61444 12.99451
H 3.38261 18.40424 13.05215
H 6.27681 12.45657 10.38326
H 5.66575 15.45911 4.59858
H 4.75960 20.11159 9.74210
H -0.96593 14.80212 9.73183
H 6.71326 10.54532 7.38776
H 5.66642 13.69159 4.12362
H 2.38901 20.72316 9.50188
H 1.76772 13.68745 11.88628
H 2.89541 10.24503 8.60777
H 1.81674 19.33608 12.94080
H 5.00807 20.57089 11.36979
H 5.35996 10.80783 6.28405
H 4.12717 14.38937 4.63374
H 0.20178 13.52123 10.03959
H 7.08024 12.25820 5.33015
H 7.86399 14.75345 7.76815
H -1.35747 15.42842 12.51503
*
```

Properties
Energy above the lowest of the compared OMol25 structures with the same formula, charge and spin = 0.0 kcal/mol
Molecular weight = 768.15 u
Frontier orbital gap (alpha / beta) = 5.103 / 5.107 eV

---

DFT (the ωB97M-V functional and the def2-TZVPD basis) results for a 6-piece molecular cluster, C31H58BN5O5P2S overall.

```
! RIJCOSX wB97M-V def2-TZVPD def2/J DEFGRID3
* xyz 0 1
S 1.73353 -3.98746 -2.48479
P 1.68993 -2.67232 -1.04411
P -0.34765 -0.71769 3.15468
O -0.83897 -2.72091 -0.42378
O -1.74781 2.59899 -0.59325
O -0.54588 1.98810 1.45647
O -1.17861 0.23865 -0.23262
O -0.72391 -1.82638 4.16797
N 2.42416 1.82075 0.14148
N 1.50880 -8.44154 -7.39407
N -1.20788 5.13892 1.97288
N 1.58280 -4.30265 2.05849
N -0.91373 3.83468 -4.57147
C -0.03165 -0.52290 0.17754
C 2.94276 0.77896 -2.57722
C 0.47927 0.10692 -2.86663
C 1.49792 -6.78438 2.86940
C -0.59374 4.17200 4.32540
C 0.15324 -7.13957 3.50654
C -3.77763 -1.11134 2.87441
C 3.88367 5.31152 0.84899
C 2.46640 2.58368 1.00017
C -0.17389 -1.47974 1.45481
C 0.11116 -5.65857 -5.80396
C 0.04603 -1.69078 -0.94693
C -0.80528 5.19180 5.44562
C 0.80238 -7.54288 -7.27623
C 1.95486 -0.15999 -3.40783
C -2.48346 5.90624 -4.28247
C -0.10182 -6.39941 -7.12559
C 2.58796 4.99770 1.58708
C -0.93966 4.71327 3.00732
C -2.23296 6.64146 -2.96531
C -0.11027 -6.38927 4.80702
C -2.67647 -2.57900 1.07338
C -1.60209 4.74646 -4.44464
C -0.32036 -1.18380 -2.40471
C -1.09563 -2.69181 1.01691
C -3.26129 -1.19967 1.55724
C -0.25819 -6.49157 -4.58356
C 1.54481 -5.39410 2.41434
C 0.13916 6.38434 5.35580
C -2.59658 5.80945 -1.74274
C 2.51850 3.55584 2.09325
B -1.13306 1.57943 0.22902
H -3.33471 -0.25975 0.94471
H 0.44461 3.82869 4.32408
H 1.67094 -7.44201 2.01326
H -3.52809 5.58869 -4.34084
H 3.88650 0.98737 -3.16048
H -0.74403 -3.57244 1.62300
H 2.46922 1.78355 -2.34400
H 4.75265 5.11652 1.48259
H -0.01387 7.05057 6.20696
H 1.62354 3.43885 2.71037
H -0.14198 -5.89759 -3.67490
H -2.45391 6.39415 -0.83183
H -2.31605 6.59692 -5.11340
H 2.30885 -6.96914 3.57914
H 0.13963 -8.21313 3.71419
H 1.99584 0.22501 -4.47886
H 0.95760 0.03547 0.11648
H 1.18273 6.05907 5.36526
H 0.06737 -5.70498 -7.95306
H -0.66143 -6.94072 2.80400
H -4.78384 -0.61827 3.05756
H -0.18205 -5.31137 4.64084
H 0.68545 -6.57343 5.53333
H -1.29760 -6.82693 -4.63777
H 0.38319 -7.37133 -4.49026
H -0.15269 -1.97548 -3.20315
H 2.84525 -1.83196 -1.04359
H -0.64589 4.69248 6.40514
H -3.11472 -2.77085 0.04130
H -0.50511 -4.75500 -5.80812
H 3.90665 6.36415 0.55992
H 1.75415 -3.42572 0.19121
H -2.83164 7.55685 -2.95659
H 0.84875 -1.98496 1.53713
H -0.91401 2.86121 1.69669
H -1.13945 -6.73598 -7.20204
H -3.64206 5.49325 -1.78040
H -1.83896 5.54895 5.44032
H 3.98042 4.71497 -0.06115
H -1.15319 2.62444 -1.37374
H -1.21667 3.29463 4.52095
H -0.14322 0.58985 -3.68860
H -1.97095 4.91866 -1.66638
H -1.43191 -0.94519 -2.46652
H -0.03277 6.96370 4.44546
H -3.08521 -3.39199 1.73661
H 0.56158 0.89500 -2.04675
H -1.18464 6.94663 -2.89598
H 1.73843 5.20825 0.93083
H 3.22997 0.31124 -1.58502
H 2.50299 5.67216 2.44427
H -3.21178 -1.47285 3.78335
H 1.15189 -5.33360 -5.71666
H 2.25719 -1.24451 -3.42761
H 3.37700 3.34341 2.73670
H -1.30850 0.34748 3.17132
H 0.94229 -0.17412 3.51829
H -1.05261 -6.72028 5.24811
*
```

Properties
SMILES string = C=CC[C@H]1O[C@](CCCC)([PH2]=S)[C@@H](OB(O)O)[C@H]1[PH2]=O.CCCC#N.CCCC#N.CCCC#N.CCCC#N.CCCC#N
Molecular weight = 685.66 u
Frontier orbital gap = 8.124 eV

---

DFT (the ωB97M-V functional and the def2-TZVPD basis) results for C34H65N9O2 as an isolated structure.

```
! RIJCOSX wB97M-V def2-TZVPD def2/J DEFGRID3
* xyz 4 1
O 1.14246 1.09593 0.76343
O 0.54687 2.34951 -0.91904
N -1.96381 3.00605 -1.86705
N 1.99393 -1.07189 -0.70416
N 3.59656 2.34163 -0.04742
N -3.60766 1.70329 -2.55592
N 0.38041 -0.01834 4.64951
N -3.08650 -2.66208 -2.24319
N -2.77059 -4.88687 -2.59229
N 2.59765 3.24318 -1.83435
N 1.26349 -2.87166 -1.76129
C 1.57916 3.79868 -2.75915
C 0.60120 -1.16845 -0.54569
C -3.25677 2.93951 -2.16022
C -2.82341 -1.26327 -1.93342
C 0.07509 -1.68925 2.68511
C 0.12849 -2.24994 -1.27626
C -2.47029 0.91325 -2.49071
C -4.21720 -3.30094 -1.85943
C -2.20501 -3.64976 -2.80195
C -0.65146 -0.49826 5.57757
C 3.27993 -0.84810 1.33273
C 2.35159 -2.22404 -1.37153
C 4.55285 2.41534 -0.99105
C 1.78443 -0.61402 5.09679
C -0.15809 -0.20991 3.21524
C -1.24561 4.22780 -1.47850
C 2.97064 -0.18313 -0.10451
C -4.94369 1.02975 -2.78973
C 3.73365 1.82904 1.25162
C -1.43914 1.80072 -2.21408
C 4.73069 2.67580 2.07773
C -2.61454 -0.99886 -0.41236
C 1.32077 -3.99425 -2.70633
C 2.74854 0.19754 4.35100
C 0.32599 1.46008 -0.09202
C -2.22162 -6.12788 -2.94716
C 3.95542 3.03318 -2.08563
C -1.03080 0.67002 -0.05261
C 2.22679 1.61386 4.57990
C -4.06048 -4.68045 -2.13344
C -0.13147 -1.83301 1.16209
C -5.92464 2.06428 -3.36414
C 2.41227 2.81384 -0.50779
C 0.68871 1.51623 4.82759
H 4.12386 0.82128 1.10930
H -2.90934 -6.63447 -3.62430
H 4.70956 2.32020 3.10788
H -1.41727 0.48338 -1.05456
H 0.52349 1.72993 5.88359
H 1.32500 -4.89758 -2.09634
H 1.56635 4.88835 -2.78269
H -4.61490 -5.56660 -1.86186
H -0.69598 -1.53443 5.24218
H -1.95149 -1.01156 -2.53716
H -1.29357 -3.47745 -3.35511
H 4.33676 3.67544 2.26113
H -0.52157 -2.40574 3.24967
H -0.84783 -2.56787 -1.61111
H 0.14122 -2.82731 0.80838
H 0.42306 0.51624 2.64684
H 5.55898 2.03976 -0.87673
H -1.14814 -1.56200 0.87744
H 0.42689 -0.94412 0.86844
H 0.23570 2.33592 4.26993
H -0.20707 -0.55986 6.57096
H -5.31170 0.60731 -1.85474
H 1.01708 -2.18934 2.91020
H -1.78184 1.31040 0.40992
H -6.09478 2.79548 -2.57388
H -6.92351 1.69661 -3.59903
H -5.52339 2.62623 -4.20753
H -2.42723 -0.12001 -2.80205
H -4.66832 0.21422 -3.45844
H -1.53172 5.19114 -1.90066
H 1.83376 -0.43351 6.17061
H 3.69200 0.05998 4.87927
H 4.28467 3.35115 -3.06383
H -1.91319 -6.81156 -2.15625
H 5.71199 2.68939 1.60341
H -5.12849 -2.83346 -1.51677
H -1.58788 0.05907 5.55315
H 1.86637 3.44335 -3.74877
H -0.36841 1.66095 -2.19385
H -3.94890 3.76263 -2.06100
H -2.23047 0.01588 -0.30801
H -1.89830 -1.61830 0.12746
H -3.63133 -1.03313 -0.02114
H 2.38668 -0.88099 1.95655
H 0.02013 -0.44796 0.01079
H 1.55485 2.98125 0.12719
H -1.10055 -0.24981 0.52803
H -1.24013 -0.12054 3.31164
H 2.71881 2.01434 5.46627
H -1.32260 -6.00121 -3.55035
H 2.78330 1.66994 1.76117
H 0.57918 3.44488 -2.50826
H 2.36509 2.26481 3.71663
H 0.46521 -3.94451 -3.37986
H 2.86500 -0.09348 3.30704
H 3.33941 -2.60345 -1.58758
H 3.86678 -1.76610 1.36378
H 2.26013 -4.07255 -3.25365
H -3.55323 -0.64359 -2.45444
H -0.18896 4.17995 -1.74174
H 2.57683 0.81307 0.09698
H -1.26655 4.37866 -0.39919
H 3.83837 -0.04868 -0.75032
H 3.98001 -0.14337 1.78145
H 1.70735 -1.69079 4.94602
*
```

Properties
Molecular weight = 631.96 u
Frontier orbital gap = 8.089 eV